## A
The following is a quantum chemistry calculation of a cluster of 2 separate species, C8H17NP in total, from the Open Molecules 2025 dataset.

Output
HOMO in eV: -14.93
E_LUMO in eV: -5.13

Structure (ORCA input):
```
! RIJCOSX wB97M-V def2-TZVPD def2/J DEFGRID3
* xyz 1 1
C 0.6640 -1.7851 0.8140
C -2.3142 -1.2306 0.9283
C -2.1676 1.2759 0.3276
C 2.3544 0.5912 -1.2517
C 1.9398 0.9806 1.3949
C -0.1801 -1.2024 -2.4951
C -1.5011 -0.0103 0.8078
C 1.4243 0.9123 -0.0433
N 1.0446 -2.6334 1.4815
P 0.0365 -0.3784 -0.1285
H -3.1469 -1.2193 1.7022
H -1.6454 -2.0440 1.2149
H -2.9594 -1.4946 0.0097
H -2.3377 1.2658 -0.7530
H -1.4815 2.1088 0.6568
H -3.2340 1.3135 0.8333
H 2.7594 -0.3124 -0.9864
H 3.1882 1.3903 -1.3092
H 1.8427 0.7324 -2.1008
H 2.9153 0.5380 1.6172
H 1.1968 0.7191 2.1178
H 2.1185 2.0221 1.8250
H 0.0465 -0.2446 -2.9231
H -1.0994 -1.7707 -2.6295
H 0.8189 -1.7426 -2.6397
H -1.2273 0.4262 1.7680
H 0.9446 1.7921 -0.2388
*
```

***

## B
The following is a quantum chemistry calculation of a structure of composition C8H17NP, from the Open Molecules 2025 dataset.

Output
HOMO in eV: -12.56
E_LUMO in eV: -4.23

Structure (ORCA input):
```
! RIJCOSX wB97M-V def2-TZVPD def2/J DEFGRID3
* xyz 1 1
C -2.0072 -0.0964 0.1940
C -2.8499 1.0845 -0.0346
C -2.0722 2.2138 0.7233
C -0.6326 1.5592 0.8865
C -0.0136 -2.1808 0.5521
C 1.5639 -0.2916 -1.8929
C 0.3406 -0.6328 0.7054
C 1.9914 -0.1838 -0.4041
N -0.8062 0.1766 0.5965
P 3.2743 -1.3243 0.2032
H -2.2389 -1.1852 -0.1128
H -2.9664 1.1036 -1.1943
H -3.9050 1.1250 0.2858
H -2.2637 3.1399 0.1533
H -2.4514 2.3715 1.7103
H 0.1850 1.7711 0.1816
H -0.1988 1.7707 1.9250
H -0.3757 -2.2380 -0.4089
H 0.8741 -2.7468 0.7896
H -0.7557 -2.4541 1.3930
H 1.1242 0.6763 -2.2909
H 0.9052 -1.1947 -1.9855
H 2.3832 -0.3484 -2.5916
H 0.8989 -0.4304 1.6479
H 2.1202 0.8951 -0.0929
H 4.4595 -0.5620 0.0090
H 3.4165 -2.0181 -0.9479
*
```

***

Top of the stability list: B, leading by 16.1 kcal/mol.

***

## A
The following is a quantum chemistry calculation of a cluster of 17 separate species, C2H37O17 in total, from the Open Molecules 2025 dataset.

Output
HOMO in eV: -5.40
E_LUMO in eV: 2.15

Structure (ORCA input):
```
! RIJCOSX wB97M-V def2-TZVPD def2/J DEFGRID3
* xyz -1 1
C -0.3869 -0.2839 0.1310
C 0.3451 1.0521 -0.1270
O -0.5729 2.0551 0.0380
H -0.9209 -0.2079 1.0630
H 0.4201 -0.9679 0.2890
H -1.0819 -0.5819 -0.6080
H 0.6141 1.1641 -1.1300
H 1.2811 1.1791 0.4180
O -3.6089 -1.7509 -0.3340
H -3.5189 -0.8379 -0.3310
H -3.0509 -2.1539 -1.0430
O -1.8739 4.4291 0.9180
H -1.1509 4.6951 1.4690
H -1.5109 3.7441 0.3920
O 3.2651 -0.2619 0.7970
H 3.7581 0.5241 0.6700
H 2.9901 -0.6689 -0.0050
O -3.2129 1.0281 -0.3480
H -2.2779 1.2861 -0.2670
H -3.6059 1.3941 0.4350
O -1.9459 -0.2909 3.4860
H -1.8979 -0.3969 4.4780
H -2.1289 -1.1599 3.1070
O -0.4029 1.9341 2.6240
H -0.2959 2.0181 1.6290
H -0.7949 1.0931 2.8670
O 1.1621 -0.9419 2.9600
H 1.5371 -0.4149 2.2560
H 0.2651 -1.1609 2.6120
O -0.7699 -4.1009 -0.4930
H -0.5169 -3.3349 -1.0320
H -0.0909 -4.7459 -0.6910
O 1.2281 4.0281 -0.3230
H 1.2601 4.3451 -1.2100
H 0.6181 3.3061 -0.1920
O 1.7781 -0.1939 -3.5850
H 1.8941 -0.2579 -4.5550
H 1.3801 0.6501 -3.4940
O 3.4201 2.7041 -1.6210
H 2.6551 3.1631 -1.2930
H 4.0331 3.3711 -1.9930
O -0.1669 -2.3079 -2.4680
H -1.0769 -2.5389 -2.4880
H -0.3759 -1.3879 -2.7190
O -1.3879 2.3421 -2.3930
H -0.8989 2.2041 -1.6240
H -2.2129 2.7821 -2.1640
O 2.4581 -2.0809 -1.1920
H 1.6371 -1.8769 -1.6930
H 2.0961 -2.3609 -0.3100
O 1.9201 -3.2079 1.1330
H 1.7491 -4.1229 0.8310
H 1.1041 -2.9969 1.6010
O -0.7499 -2.8339 2.0490
H -0.7479 -3.0399 1.1270
H -1.6329 -3.0209 2.3440
*
```

***

## B
The following is a quantum chemistry calculation of a cluster of 17 separate species, C2H37O17 in total, from the Open Molecules 2025 dataset.

Output
HOMO in eV: -7.81
E_LUMO in eV: 2.33

Structure (ORCA input):
```
! RIJCOSX wB97M-V def2-TZVPD def2/J DEFGRID3
* xyz -1 1
C 3.0589 1.0374 0.9567
O 2.4882 1.0178 -0.3432
C 4.1664 -0.0048 1.0347
H 2.2069 0.9140 1.6399
H 3.4124 2.0368 1.2172
H 5.1604 0.4439 0.9448
H 4.0544 -0.7519 0.2525
H 4.2910 -0.5209 1.9960
H 2.1431 -1.2655 -3.1954
H 2.7748 -1.4813 -1.8385
O 2.9916 -1.3990 -2.7656
H 1.3407 0.8104 3.9091
H 0.5140 -0.1828 3.2285
O 0.7432 0.0900 4.1239
H -4.2388 0.1904 -2.1199
H -3.1714 -0.5421 -3.2581
O -3.9431 -0.0529 -2.9816
H -0.2887 -2.3100 -2.2736
H -1.4804 -3.3585 -1.8569
O -0.7775 -3.1125 -2.4534
H 1.6207 -3.8163 -0.7326
H 1.4696 -5.2191 -0.0008
O 1.8408 -4.7710 -0.7603
H -1.6632 -0.5602 4.8973
H -1.5159 0.8559 5.1209
O -2.2313 0.2125 5.0130
H -1.3248 2.1758 -1.6916
H -0.8522 1.0068 -0.7529
O -1.4200 1.8686 -0.7843
H 0.8095 2.7692 -0.1995
H -0.4754 3.6164 -0.3276
O 0.4095 3.6143 0.0356
H 2.0220 -1.8909 0.4723
H 0.9819 -1.3202 -0.5201
O 1.5160 -2.1587 -0.3023
H -2.9975 3.3791 -1.3508
H -3.1460 3.6502 -2.7669
O -3.2885 4.0895 -1.9276
H -1.1282 -1.2477 -0.2613
H -2.5624 -1.0151 -0.5051
O -1.9638 -1.7548 -0.3434
H -1.5959 -1.7443 -3.3741
H -1.3664 -1.7285 -4.8682
O -1.6006 -1.1352 -4.1480
H -2.7659 2.0172 0.7114
H -2.8942 1.5692 2.0694
O -3.2266 2.2825 1.5034
H 0.2016 0.0060 -1.9175
H 1.6519 0.5029 -0.4049
O 0.1295 -0.0660 -0.9656
H -0.0865 -2.1950 1.8558
H -1.6250 -2.2855 1.6156
O -0.9374 -2.2117 2.2921
H 0.1552 3.2251 2.0612
H 1.5324 3.6815 2.3728
O 0.8809 3.0390 2.6676
*
```

***

## C
The following is a quantum chemistry calculation of a cluster of 17 separate species, C2H37O17 in total, from the Open Molecules 2025 dataset.

Output
HOMO in eV: -5.99
E_LUMO in eV: 2.16

Structure (ORCA input):
```
! RIJCOSX wB97M-V def2-TZVPD def2/J DEFGRID3
* xyz -1 1
C -0.9109 0.1563 -0.4801
C 0.5726 0.2663 -0.0033
O 0.6679 0.3384 1.3540
H -1.0610 0.0070 -1.5517
H -1.3834 1.1068 -0.2042
H -1.4524 -0.6144 0.0861
H 1.0722 1.0487 -0.5852
H 1.0759 -0.6772 -0.3351
O 1.6705 -3.1893 -0.3763
H 2.0217 -4.0843 -0.3835
H 1.6293 -2.9542 0.5782
O -0.3035 3.1227 2.0668
H 0.4406 3.7134 1.9280
H 0.0706 2.2124 1.9205
O -1.7068 -3.8733 0.0199
H -1.6789 -3.2260 0.7563
H -0.8752 -3.7274 -0.4411
O 1.9305 -1.5389 -2.8852
H 1.9885 -2.1624 -2.1263
H 1.3207 -0.8682 -2.5625
O 2.7850 2.5866 0.9972
H 2.9104 2.3700 0.0545
H 2.1141 1.9127 1.2964
O -2.4807 3.2795 -0.9982
H -2.1187 4.1369 -0.7755
H -2.8005 3.3196 -1.8969
O -3.8157 -1.2920 -2.0713
H -3.1204 -0.6484 -2.2309
H -3.4745 -1.7790 -1.2887
O 1.0426 0.3851 4.3916
H 1.1170 0.9908 3.6417
H 0.0826 0.2076 4.3943
O -0.7532 -0.4649 -4.6174
H -0.4953 -1.3426 -4.3043
H -1.6985 -0.3651 -4.4854
O 3.9149 -0.2800 1.2139
H 3.7941 -0.9551 1.9034
H 3.1553 0.3179 1.3313
O -1.9414 -2.6925 2.6151
H -0.9616 -2.6860 2.5964
H -2.0848 -1.7443 2.8648
O 0.5810 1.8931 -3.6184
H 0.3961 1.0333 -4.0393
H 1.2043 2.3215 -4.2114
O -1.6930 0.2134 2.8916
H -2.4203 0.7572 2.5272
H -0.9618 0.2820 2.2126
O 3.4792 1.8104 -1.8257
H 3.8914 0.9604 -2.0548
H 2.5632 1.7090 -2.1212
O 0.9001 -2.1540 2.1839
H 0.9737 -1.2170 1.9125
H 1.3821 -2.2224 3.0221
O -3.7220 1.5570 0.9020
H -3.1480 2.0705 0.2954
H -3.6854 0.6720 0.5166
*
```

***

Top of the stability list: C, leading by 29.6 kcal/mol.

***

## A
The following is a quantum chemistry calculation of the molecule C20H23NO5, from the Open Molecules 2025 dataset.

Output
HOMO in eV: -7.78
E_LUMO in eV: 0.62
SMILES: CCOc1c(OC)cccc1[C@H]1CC(=O)Nc2cc(OC)c(OC)cc21

Structure (ORCA input):
```
! RIJCOSX wB97M-V def2-TZVPD def2/J DEFGRID3
* xyz 0 1
C 3.2665 0.7572 2.1761
C 3.9891 -0.2351 1.2703
O 3.1896 -0.6282 0.1618
C 2.1083 -1.4341 0.4586
C 2.2550 -2.6867 1.0681
O 3.4905 -3.2055 1.4082
C 4.3408 -3.4742 0.3078
C 1.1284 -3.4369 1.3769
C -0.1309 -2.9725 1.0533
C -0.2737 -1.7660 0.3925
C 0.8334 -0.9887 0.0920
C 0.7261 0.3242 -0.6558
C 1.0623 0.1002 -2.1364
C -0.0268 -0.6552 -2.8651
O 0.1731 -1.4822 -3.7272
N -1.2892 -0.2819 -2.5173
C -1.6039 0.6077 -1.4944
C -2.8775 1.1433 -1.3876
C -3.2260 2.0112 -0.3572
O -4.5199 2.4315 -0.4152
C -5.0368 3.3662 0.5051
C -2.2533 2.3467 0.6039
O -2.6052 3.1970 1.6265
C -1.6423 3.5201 2.5967
C -0.9810 1.8012 0.4813
C -0.6384 0.9415 -0.5482
H 2.3557 0.3084 2.5692
H 3.0061 1.6584 1.6251
H 3.9115 1.0288 3.0072
H 4.3006 -1.1055 1.8566
H 4.8715 0.2286 0.8216
H 5.2784 -3.8274 0.7336
H 4.5238 -2.5829 -0.2976
H 3.9105 -4.2542 -0.3290
H 1.2679 -4.3894 1.8642
H -1.0016 -3.5620 1.2962
H -1.2586 -1.4162 0.1245
H 1.4775 1.0023 -0.2402
H 2.0028 -0.4399 -2.2398
H 1.1652 1.0691 -2.6347
H -2.0505 -0.6824 -3.0493
H -3.6414 0.8957 -2.1078
H -5.0313 2.9770 1.5250
H -6.0654 3.5351 0.1862
H -4.4875 4.3093 0.4754
H -1.2959 2.6323 3.1358
H -0.7839 4.0402 2.1588
H -2.1478 4.1879 3.2931
H -0.2229 2.0382 1.2104
*
```

***

## B
The following is a quantum chemistry calculation of the molecule C20H23NO5, from the Open Molecules 2025 dataset.

Output
HOMO in eV: -8.33
E_LUMO in eV: 0.74
SMILES: COc1ccc(CCNC(=O)COC(=O)Cc2ccc(OC)cc2)cc1

Structure (ORCA input):
```
! RIJCOSX wB97M-V def2-TZVPD def2/J DEFGRID3
* xyz 0 1
C -6.4635 -1.1382 -0.5873
O -5.6751 -0.5269 0.4035
C -4.3198 -0.6633 0.3334
C -3.5924 -0.0499 1.3537
C -2.2161 -0.1207 1.3707
C -1.5244 -0.7973 0.3725
C -0.0262 -0.8555 0.3694
C 0.5257 -2.2205 0.8072
N 1.9706 -2.1987 0.7393
C 2.6207 -2.5032 -0.3996
O 2.1266 -3.0801 -1.3427
C 4.0878 -2.0352 -0.4028
O 4.1390 -0.6278 -0.6507
C 3.9707 0.2026 0.3762
O 3.8164 -0.1584 1.5186
C 3.9248 1.6408 -0.0851
C 2.4575 1.9934 -0.1555
C 1.7984 2.4967 0.9616
C 0.4457 2.7557 0.9215
C -0.2923 2.5065 -0.2381
O -1.6215 2.7745 -0.1633
C -2.4406 2.4384 -1.2568
C 0.3653 2.0130 -1.3600
C 1.7258 1.7565 -1.3085
C -2.2538 -1.4076 -0.6371
C -3.6371 -1.3489 -0.6648
H -6.2459 -0.7347 -1.5819
H -7.4956 -0.9098 -0.3257
H -6.3260 -2.2244 -0.5982
H -4.1335 0.4812 2.1204
H -1.6677 0.3669 2.1628
H 0.3445 -0.6616 -0.6403
H 0.3765 -0.0850 1.0305
H 0.1739 -3.0048 0.1344
H 0.2197 -2.4530 1.8291
H 2.4485 -1.6255 1.4253
H 4.5713 -2.2635 0.5522
H 4.6181 -2.5020 -1.2331
H 4.4330 2.2682 0.6463
H 4.3971 1.7258 -1.0621
H 2.3515 2.6776 1.8710
H -0.0732 3.1457 1.7828
H -3.4564 2.6752 -0.9452
H -2.3761 1.3709 -1.4888
H -2.1872 3.0266 -2.1450
H -0.1707 1.8140 -2.2743
H 2.2208 1.3591 -2.1828
H -1.7330 -1.9345 -1.4239
H -4.1661 -1.8354 -1.4694
*
```

***

## C
The following is a quantum chemistry calculation of the molecule C20H23NO5, from the Open Molecules 2025 dataset.

Output
HOMO in eV: -8.48
E_LUMO in eV: -0.05
SMILES: COCCCNC(=O)CCc1c(C)c2cc3c(C)coc3cc2oc1=O

Structure (ORCA input):
```
! RIJCOSX wB97M-V def2-TZVPD def2/J DEFGRID3
* xyz 0 1
C -5.4664 -3.9955 -0.0722
O -5.0379 -2.6820 -0.4884
C -4.3449 -1.9106 0.5185
C -4.0727 -0.6399 0.0311
C -3.6391 0.1104 1.3556
N -3.0491 1.5138 0.5746
C -1.8129 1.9126 0.8254
O -0.9538 1.2448 1.6417
C -1.4125 3.3564 0.2023
C -0.8156 2.8721 -1.1807
C 0.1160 1.6171 -1.2488
C 1.3445 1.6912 -0.5844
C 2.1108 3.2313 -0.3444
C 2.2312 0.3510 -0.5065
C 3.4785 0.4546 -0.0279
C 4.2848 -0.5905 -0.0369
C 5.4222 -1.1150 0.5599
C 6.6224 -0.2026 0.9583
C 5.5644 -2.2676 0.3254
O 4.3610 -3.1397 -0.0836
C 3.4942 -1.8634 -0.1669
C 2.1698 -1.9438 -0.8155
C 1.4483 -0.6231 -0.6991
O 0.2801 -0.6570 -1.2314
C -0.5400 0.3885 -1.2514
O -1.6197 0.3632 -2.0506
H -5.9554 -4.5211 -0.9741
H -6.0403 -4.1866 0.7621
H -4.5903 -4.4977 -0.0554
H -5.2527 -1.8710 1.3679
H -3.4428 -2.6265 0.8143
H -4.9991 -0.3094 -0.4979
H -3.4529 -0.7768 -0.6969
H -2.8122 -0.3208 1.7001
H -4.3678 0.2941 1.9734
H -3.7128 2.0336 0.2304
H -0.6612 3.7252 0.6570
H -2.1721 3.6650 -0.0109
H -1.7908 2.5869 -1.7413
H -0.2975 3.5777 -1.5291
H 1.4693 3.8770 -0.8257
H 3.0153 3.1395 -0.6439
H 2.2482 3.1210 0.7048
H 3.9869 1.3607 0.1435
H 7.4893 -0.6183 1.0980
H 6.8046 0.5120 -0.0356
H 6.2989 0.4521 1.7749
H 6.2866 -3.2602 0.5492
H 1.7852 -2.8326 -0.9691
*
```

***

Top of the stability list: B, leading by 27.4 kcal/mol.